No. 1
# C22H66O20V

C22H66O20V as an isolated structure (ωB97M-V/def2-TZVPD, OMol25).

Atoms and positions in Å:
V1 -1.6731 -3.1702 2.9029
O1 -4.0283 0.6826 2.3675
O2 3.0860 -2.5285 -2.7436
O3 -0.8128 -1.6361 1.4946
O4 1.2428 2.1171 -1.5812
O5 -2.1802 4.0197 -2.6859
O6 0.9024 4.6510 -0.9083
O7 1.5813 -6.4531 -0.6746
O8 1.9990 2.2907 -4.2308
O9 3.7973 2.9004 -0.6984
O10 -3.1224 -1.5184 3.5874
O11 -1.3828 -4.5353 1.1876
O12 5.5444 -1.4822 -3.2232
O13 4.4606 -2.8004 1.4830
O14 -3.3301 2.7040 0.8475
O15 2.9139 1.2827 3.2653
O16 1.8333 -2.0698 0.1409
O17 0.4024 0.4928 4.2492
O18 -3.2991 0.1270 -1.7477
O19 -3.6085 -3.2523 1.6367
O20 -1.5097 2.0712 -0.9980
C1 -0.7047 1.2665 3.8868
C2 -0.3383 -0.9164 0.5365
C3 -1.1420 4.0061 -3.6616
C4 2.6560 2.0584 2.1184
C5 1.9236 -2.9335 -3.4689
C6 -4.2221 3.7339 0.4653
C7 0.7872 1.1132 -1.0239
C8 2.0133 -5.1945 -0.2558
C9 -5.4014 0.9102 2.6060
C10 1.5831 -0.0538 -0.7749
C11 6.0512 -1.0188 -1.9534
C12 4.2458 3.3843 -1.9627
C13 1.0466 -1.0609 -0.0761
C14 -4.6132 0.8203 -1.8237
C15 4.8996 -1.4958 1.6880
C16 -0.7983 1.1402 -0.6352
C17 -3.8456 -1.3148 4.8216
C18 0.2554 4.7687 0.2878
C19 -3.9867 -2.4213 0.5364
C20 -1.1833 0.0927 0.2230
C21 2.2337 0.8919 -4.3203
C22 -1.3322 -6.0291 1.1329
H1 -5.1695 3.5988 0.9871
H2 -0.9619 2.9812 -3.9861
H3 1.6083 -6.5126 -1.6323
H4 1.9237 -4.0208 -3.5458
H5 -5.9596 0.5008 1.7640
H6 5.1209 4.0301 -1.8895
H7 -1.7471 -6.4925 2.0280
H8 2.5048 -5.3176 0.7092
H9 0.5717 3.9620 0.9489
H10 -3.2570 -1.8797 5.5444
H11 -4.3635 -3.8412 1.7061
H12 4.6082 -1.6793 -3.1446
H13 6.1000 -1.8960 -1.3082
H14 -1.6667 0.9614 4.2985
H15 3.0111 1.5995 1.1957
H16 7.0133 -0.5102 -2.0153
H17 -1.1800 4.6395 -4.5479
H18 4.4294 2.4814 -2.5452
H19 1.8529 -2.4739 -4.4548
H20 -4.4155 3.6546 -0.6045
H21 -4.5487 -3.0045 -0.1931
H22 3.0887 3.0586 2.1432
H23 -2.6784 2.4841 0.1778
H24 -4.5787 1.8587 -2.1532
H25 -0.5917 2.3390 4.0455
H26 1.0790 -2.5596 -2.8901
H27 -5.7380 0.5386 3.5739
H28 -2.6659 0.6733 -1.2762
H29 -4.9303 0.8902 -0.7832
H30 -5.3404 0.3336 -2.4737
H31 1.3258 0.4288 -4.7068
H32 -3.7747 -0.2548 5.0657
H33 -1.8728 -6.3297 0.2354
H34 1.1283 -4.5655 -0.1591
H35 -3.6542 1.3766 1.8198
H36 -0.2120 4.2642 -3.1550
H37 3.8565 1.1391 3.3770
H38 -1.2707 -4.2675 0.2725
H39 1.6228 2.5241 -3.3790
H40 3.6963 -2.7694 0.9029
H41 2.6400 -4.7976 -1.0545
H42 3.0073 2.3747 -0.8439
H43 2.5958 -0.1282 -1.1426
H44 2.9976 0.6699 -5.0654
H45 -2.1310 0.2429 0.7187
H46 -3.8136 4.7310 0.6295
H47 -4.8920 -1.6199 4.8128
H48 2.8287 -2.6017 -1.8217
H49 0.8223 3.7628 -1.2637
H50 4.1023 -0.8496 2.0552
H51 -0.8247 4.7356 0.1450
H52 0.4716 5.7170 0.7798
H53 3.4385 3.9390 -2.4408
H54 -5.5116 1.9946 2.6165
H55 -3.4480 -0.8289 3.0042
H56 2.5202 0.3841 -3.3993
H57 -0.3163 -6.4238 1.1174
H58 -3.1407 -1.9068 0.0806
H59 5.4238 -1.0821 0.8265
H60 1.1592 0.8970 3.8186
H61 -0.8234 1.0073 2.8347
H62 5.6335 -1.4361 2.4917
H63 1.5977 2.1505 1.8744
H64 -2.0028 3.3341 -2.0377
H65 5.4204 -0.2068 -1.5919
H66 -4.6637 -1.6421 0.8866

2S+1 = 5
orbital gap (alpha / beta) = 0.228 / 0.174 Ha
net charge = +1
energy = -3325.9886 Eh

Atomic partial charges in e from the Mulliken method, atoms 1 to 8:
1. V 1.024
2. O -0.226
3. O -0.431
4. O 0.084
5. O 0.909
6. O -0.624
7. O -0.574
8. O -0.558

No. 2
# C22H67N11O13

A 10-piece molecular cluster, C22H67N11O13 overall (ωB97M-V/def2-TZVPD, OMol25).

Atoms and positions in Å:
O1 -5.3077 -0.0439 -0.7428
O2 -2.9358 -1.5633 -0.0705
O3 0.9729 -5.4932 5.3270
O4 1.8136 0.6899 1.4602
O5 0.5676 6.2921 -3.8252
O6 -0.8184 1.7161 -4.9423
O7 -2.7338 3.8390 1.8706
O8 1.5196 -3.0974 -3.9412
O9 -0.3766 0.9941 5.4973
O10 3.8050 -7.7779 -5.0130
O11 2.5931 3.3619 0.3664
O12 0.0233 2.2591 -0.8566
O13 -2.4073 9.4712 2.3479
N1 0.7626 -1.9202 4.5241
N2 -3.4317 6.3274 0.7608
N3 -1.2890 0.9045 -2.1443
N4 2.8272 -5.2286 -5.3676
N5 -1.3102 -2.7756 -1.0802
N6 -1.0009 0.4652 0.0866
N7 -3.4230 -3.6753 -0.7551
N8 1.0625 5.7141 -1.6722
N9 2.6972 -0.4666 -0.2723
N10 1.9814 -1.5846 1.6216
N11 -0.1351 4.2775 -3.0245
C1 3.4964 -8.9985 -4.3851
C2 1.1872 -2.0559 -3.0452
C3 0.5933 0.8566 6.5062
C4 -0.3768 -1.0736 4.1246
C5 -0.6465 1.2309 -0.9780
C6 -2.5844 -2.6129 -0.6151
C7 2.6886 -2.8350 -4.6636
C8 3.0553 -6.0900 -6.5461
C9 -2.9351 7.6612 0.9356
C10 1.5073 -4.2914 4.8226
C11 1.9679 -6.4016 5.7223
C12 -2.4939 10.1235 3.6014
C13 -2.4885 5.4018 0.0970
C14 0.3550 -3.3103 4.7097
C15 -3.0888 8.2364 2.3369
C16 -3.0433 2.5357 2.2957
C17 3.0386 -7.5516 -6.1573
C18 2.1250 -0.3854 0.9738
C19 -2.7705 3.9703 0.4898
C20 -0.0788 0.4124 4.2473
C21 0.4819 5.4940 -2.9042
C22 2.9292 -3.8420 -5.7822
H1 4.0939 -9.0684 -3.4802
H2 3.9056 -3.5824 -6.2221
H3 -3.9573 2.2341 1.7545
H4 -3.6911 5.8259 1.6006
H5 2.5951 -5.9510 6.5048
H6 1.6875 -1.5929 2.5927
H7 -1.6235 10.7711 3.7001
H8 -3.7439 3.6759 0.0725
H9 -0.5412 4.0070 -3.8997
H10 1.3353 0.0852 6.2837
H11 2.2061 -3.6263 -6.5781
H12 2.4351 -9.0213 -4.1053
H13 0.9737 5.0333 -0.9337
H14 0.6515 -2.4897 -2.1980
H15 3.5662 -2.9351 -3.9933
H16 2.8734 0.4159 -0.7219
H17 -0.0788 3.5917 -2.2862
H18 -2.3149 1.8006 1.9314
H19 1.1053 -1.5913 5.4193
H20 -3.3783 8.3834 0.2420
H21 2.3683 -2.3995 1.1831
H22 -0.5498 -1.3369 3.0746
H23 -2.1195 0.3376 -2.1468
H24 -4.1559 8.4106 2.5669
H25 0.9855 0.5676 4.0248
H26 2.2475 -3.9201 5.5472
H27 -5.7393 -0.6272 -0.1133
H28 -4.3868 -3.5091 -0.5373
H29 -1.3052 -1.3036 4.6676
H30 2.0012 -7.9062 -6.0620
H31 -1.7114 1.9087 -5.2492
H32 -0.5973 -2.0979 -0.8647
H33 3.6854 -9.8608 -5.0342
H34 2.8482 2.9655 1.2040
H35 4.0300 -5.8813 -7.0204
H36 -3.1443 2.4705 3.3715
H37 -1.6890 -0.2796 0.0021
H38 -0.2744 -3.5871 3.8593
H39 -0.2424 -3.4030 5.6257
H40 2.7279 -1.8253 -5.0909
H41 -0.2750 1.7380 -5.7361
H42 -1.8556 7.7555 0.7400
H43 -2.5443 5.4722 -0.9935
H44 3.6434 -5.4583 -4.8030
H45 -4.5013 0.2248 -0.2923
H46 1.9463 6.1910 -1.6700
H47 -3.4300 10.6840 3.6478
H48 0.0879 0.7532 7.4611
H49 -1.4574 5.6782 0.3609
H50 1.4768 -7.2777 6.1372
H51 1.8872 2.7909 0.0282
H52 2.6335 -6.7046 4.9065
H53 -2.4179 9.4070 4.4266
H54 0.4172 -1.4130 -3.4898
H55 -2.7486 7.5513 3.1261
H56 -0.9944 -3.6879 -1.3591
H57 1.9762 -4.4331 3.8411
H58 2.0471 -1.4436 -2.7821
H59 -0.6151 0.7351 0.9721
H60 -3.0963 -4.5073 -1.2078
H61 -1.0297 1.3151 -3.0319
H62 -0.6666 0.9648 3.5189
H63 3.0827 -1.3012 -0.6703
H64 3.4213 -8.1351 -7.0128
H65 -1.9716 3.3832 0.0188
H66 2.3167 -5.8975 -7.3250
H67 1.2139 1.7666 6.5564

SMILES string = COCCNCCOC.COCCNCCOC.COCCNCCOC.NC(N)=O.NC(N)=O.NC(N)=O.NC(N)=O.O.O.O
orbital gap = 0.291 Ha
net charge = 0
energy = -2458.8812 Eh

Atomic partial charges in e from the Mulliken method, atoms 1 to 8:
1. O -0.617
2. O -0.699
3. O -0.292
4. O -0.527
5. O -0.699
6. O -0.673
7. O -0.384
8. O -0.390

No. 3
# C22H70N4O13

A 13-piece molecular cluster, C22H70N4O13 overall (ωB97M-V/def2-TZVPD, OMol25).

Atoms and positions in Å:
O1 -8.0695 -2.0608 -5.1857
O2 -7.6601 1.6105 -6.2976
O3 -1.4320 1.5066 -4.7582
O4 -4.8496 2.4933 -5.8720
O5 -6.5752 -4.5843 -1.3734
O6 -7.1786 1.6928 -1.9367
O7 -12.3718 -0.9878 -5.4339
O8 -5.7664 1.0902 -8.8031
O9 -8.8241 -5.2076 -7.2704
O10 -3.2855 -4.2017 -2.5694
O11 -7.1720 -5.1444 -4.4828
O12 -9.7187 0.7922 -1.4384
O13 -4.7055 0.8675 -1.2231
N1 -9.5895 0.2989 -6.1582
N2 -8.7934 -4.8917 -2.8071
N3 -9.4722 -4.7443 -4.7856
N4 -9.9146 2.4198 -6.6032
C1 -8.3072 -3.1673 -8.3389
C2 -5.9387 -0.7576 -4.8607
C3 -4.9295 3.7562 -6.4513
C4 -6.4084 -3.2444 -1.0141
C5 -9.0062 1.4555 -6.4087
C6 -3.3995 -3.3042 -3.6598
C7 -9.1485 -1.1274 -2.4616
C8 -6.1761 -0.2451 -8.5725
C9 -6.9966 2.5664 -3.0783
C10 -7.8105 -4.5147 -8.0483
C11 -4.6746 -0.4636 -1.3870
C12 -11.7952 -2.2601 -5.6098
C13 -11.4187 -2.4606 -7.1038
C14 -9.3606 -0.5474 -1.0746
C15 -5.0762 -1.2139 -8.2690
C16 -6.6775 -2.1540 -5.0676
C17 -6.0391 4.4542 -5.7615
C18 -8.4603 -5.0097 -4.0641
C19 -6.8624 -3.0385 0.3742
C20 -3.8382 -4.0059 -4.9669
C21 -3.6885 -0.9930 -0.3205
C22 -2.3673 1.1836 -3.6918
H1 -9.0241 -6.0624 -7.6653
H2 -5.6960 2.0311 -5.9040
H3 -12.1918 -2.5720 -7.7485
H4 -12.7138 -0.9639 -4.5331
H5 -9.6304 -4.4544 -2.5105
H6 -6.8807 -2.6316 -1.7102
H7 -6.2344 -3.6257 1.1273
H8 -10.7686 -3.2630 -7.1458
H9 -8.5814 -2.5680 -7.3967
H10 -5.7031 -0.7652 -1.0999
H11 -9.0203 -2.1820 -2.3391
H12 -6.9024 3.9062 -5.8504
H13 -2.5780 -2.6368 -3.8791
H14 -10.7839 -2.2388 -5.0616
H15 -4.0634 -1.3068 0.6270
H16 -10.1454 -1.1211 -0.5101
H17 -6.2012 5.4725 -6.1194
H18 -2.4234 -4.5896 -2.6015
H19 -9.1883 -3.0722 -9.0107
H20 -10.4975 1.0679 -0.9496
H21 -0.6259 1.6047 -4.2925
H22 -7.3491 3.5790 -2.8401
H23 -5.1881 3.5136 -7.4755
H24 -8.1002 1.5160 -1.8178
H25 -4.7046 -4.5806 -4.8675
H26 -6.6235 -0.6029 -9.4727
H27 -4.0044 4.2801 -6.4704
H28 -3.2138 -1.8655 -0.6424
H29 -10.1190 -1.1472 -3.0326
H30 -6.3344 -2.6509 -6.0402
H31 -9.5766 3.2951 -6.2081
H32 -7.5747 2.2440 -3.8844
H33 -4.5630 -0.8786 -7.4637
H34 -4.3177 -2.6667 -3.5003
H35 -6.2533 -0.0632 -5.5818
H36 -5.5696 1.1572 -1.6532
H37 -5.9555 2.6073 -3.4436
H38 -4.8934 -0.9175 -5.0102
H39 -7.4795 -5.0066 -8.8897
H40 -3.0561 0.5250 -4.1286
H41 -6.9919 -0.1868 -7.8598
H42 -6.0307 -0.3482 -3.8542
H43 -8.4021 -0.6828 -0.5803
H44 -8.5540 -2.8907 -5.2726
H45 -6.5036 1.7003 -8.8273
H46 -8.9393 -0.4160 -5.7824
H47 -1.8687 0.6847 -2.9480
H48 -10.3826 -4.6409 -4.3362
H49 -7.4433 -2.6580 -8.7473
H50 -5.9592 4.6333 -4.6763
H51 -3.1526 -4.6352 -5.4986
H52 -4.3073 -0.7069 -2.3594
H53 -5.4232 -2.1450 -7.8924
H54 -7.8996 -3.3393 0.4681
H55 -10.9116 2.3236 -6.3795
H56 -9.3420 -4.8705 -5.8199
H57 -8.3258 -0.7245 -2.9651
H58 -4.0653 -3.2228 -5.7682
H59 -10.5322 0.0817 -6.4104
H60 -2.9117 -0.3730 -0.0870
H61 -10.8376 -1.5949 -7.5040
H62 -4.4071 -1.3532 -9.0664
H63 -6.0075 -5.0962 -0.7812
H64 -7.9902 -4.8256 -2.0750
H65 -6.2646 -2.6723 -4.1746
H66 -12.4320 -2.9476 -5.1415
H67 -5.2840 -3.0799 -1.0360
H68 -6.8359 -4.4051 -7.4916
H69 -2.8879 2.0544 -3.2237
H70 -6.8244 -2.0185 0.7143

orbital gap = 0.325 Ha
net charge = 0
energy = -2077.1094 Eh

Atomic partial charges in e from the Mulliken method, atoms 1 to 8:
1. O 3.236
2. O -0.366
3. O -0.534
4. O -0.360
5. O -0.530
6. O -0.681
7. O -0.559
8. O -0.622

No. 4
# C22H72O25

A 14-piece molecular cluster, C22H72O25 overall (ωB97M-V/def2-TZVPD, OMol25).

Atoms and positions in Å:
O1 -10.2779 -12.2148 23.3585
O2 -5.8479 -8.3026 11.6129
O3 -5.7343 -13.6318 19.1498
O4 -8.5233 -12.1329 15.0801
O5 -4.0921 -12.4497 15.3107
O6 -8.3944 -9.4566 14.1649
O7 -8.8426 -15.0561 18.8703
O8 -6.0964 -7.4683 16.2953
O9 -7.5079 -6.7571 13.6692
O10 -10.1158 -10.6895 11.0289
O11 -13.5726 -10.5165 14.6671
O12 -9.2399 -15.5878 16.0246
O13 -4.5744 -12.7544 12.6703
O14 -9.0770 -8.0177 18.9804
O15 -4.5246 -10.9833 18.1150
O16 -9.3332 -11.9268 17.9292
O17 -7.3459 -10.6288 12.0906
O18 -8.7722 -14.6191 22.4756
O19 -14.7745 -12.9981 14.0915
O20 -10.8046 -13.8117 14.2556
O21 -7.9974 -12.3566 21.0095
O22 -5.7629 -8.7511 18.5964
O23 -9.3296 -10.0763 20.6569
O24 -11.3105 -11.5337 15.9035
O25 -5.2473 -9.1211 14.4503
C1 -5.0040 -7.5658 18.4079
C2 -8.7035 -7.8501 20.2850
C3 -4.8497 -13.5972 14.8210
C4 -9.0511 -11.4775 10.5128
C5 -8.3611 -11.0401 17.2696
C6 -7.9200 -11.7648 11.4818
C7 -9.5390 -8.8142 21.2026
C8 -5.8293 -13.4153 20.6077
C9 -13.9802 -10.8545 13.3064
C10 -8.8999 -7.0430 13.7859
C11 -5.7950 -6.6714 17.4036
C12 -4.6144 -8.8054 12.1538
C13 -10.9640 -15.2144 14.4532
C14 -9.2298 -12.8354 24.1185
C15 -13.8505 -12.4544 13.1580
C16 -5.5700 -13.2920 13.5641
C17 -4.3829 -8.4492 13.6447
C18 -6.5284 -12.0963 20.9784
C19 -9.0295 -14.3517 23.8768
C20 -10.6215 -15.7623 15.7940
C21 -7.7027 -11.7908 16.1720
C22 -9.0836 -8.2767 14.7149
H1 -4.9473 -7.0797 19.3609
H2 -10.1237 -8.5730 14.5970
H3 -10.1992 -11.9569 17.4570
H4 -9.7922 -10.2354 19.7869
H5 -6.3139 -14.2810 21.0124
H6 -15.0115 -10.5115 13.0874
H7 -9.4771 -12.6499 25.1740
H8 -3.9493 -7.8279 18.1255
H9 -5.2987 -5.6867 17.1656
H10 -5.3956 -9.5478 18.2534
H11 -4.8086 -13.3283 20.9152
H12 -9.1794 -15.0863 19.7885
H13 -4.8962 -11.8676 18.2714
H14 -6.2375 -11.2564 20.3056
H15 -7.4529 -9.3871 14.3993
H16 -8.5613 -13.7214 22.0557
H17 -5.4800 -13.9055 15.6641
H18 -6.2609 -6.8945 15.5447
H19 -11.3491 -12.3546 15.4307
H20 -10.5067 -15.7434 13.5918
H21 -12.8767 -12.7010 13.5514
H22 -9.9122 -14.9338 24.1682
H23 -6.8122 -11.2642 15.7375
H24 -5.9802 -14.2374 13.1345
H25 -9.8529 -11.8789 22.5069
H26 -15.6822 -12.9732 13.6936
H27 -7.6984 -10.7177 18.0799
H28 -7.1245 -12.3240 10.9922
H29 -9.2141 -8.9140 22.2447
H30 -4.1133 -14.3517 14.7138
H31 -4.6056 -7.3781 13.7680
H32 -7.3360 -12.7809 16.5667
H33 -3.3872 -8.5268 14.0406
H34 -10.6403 -8.5921 21.2543
H35 -9.8799 -13.6844 14.4549
H36 -8.1377 -14.6842 24.4419
H37 -9.2657 -7.3672 12.8402
H38 -8.2992 -12.3779 12.2858
H39 -9.1922 -15.6576 16.9913
H40 -9.4765 -6.1770 14.0825
H41 -8.6731 -11.3151 14.6247
H42 -6.8211 -6.4864 17.8968
H43 -10.7691 -16.8385 15.6630
H44 -8.7241 -6.7813 20.4812
H45 -4.6297 -9.9466 11.9810
H46 -8.7744 -10.9216 9.5862
H47 -13.9589 -12.8722 12.1716
H48 -6.5889 -14.1060 18.9675
H49 -12.0343 -15.4600 14.2776
H50 -6.3936 -9.0838 11.6334
H51 -8.9646 -10.1517 16.8777
H52 -5.3538 -8.6365 15.3118
H53 -4.2630 -11.1117 17.1630
H54 -8.7085 -8.2902 15.7139
H55 -13.3686 -10.3785 12.5916
H56 -8.2993 -12.3240 23.8802
H57 -7.0942 -7.2238 12.9368
H58 -9.0399 -14.1888 18.5696
H59 -14.0274 -11.1788 15.1921
H60 -8.4498 -11.5311 20.7859
H61 -9.5813 -12.4154 10.1311
H62 -11.9636 -10.9479 15.4590
H63 -3.9070 -11.8496 14.5390
H64 -7.9547 -10.2825 12.7707
H65 -10.1215 -10.9256 11.9228
H66 -6.2282 -11.8830 22.0196
H67 -8.4411 -8.5840 18.5140
H68 -6.3456 -12.5503 13.7760
H69 -7.6934 -8.2280 20.5195
H70 -4.9998 -12.2215 12.0263
H71 -11.2694 -15.3272 16.5703
H72 -3.7923 -8.4462 11.5058

orbital gap = 0.378 Ha
net charge = 0
energy = -2762.2509 Eh

Atomic partial charges in e from the Mulliken method, atoms 1 to 8:
1. O -0.548
2. O -0.675
3. O -0.541
4. O 1.054
5. O -0.520
6. O -0.328
7. O -0.718
8. O -0.344